No. 1
Below is a structure of composition C46H54BrCsI2N5O6PS2Si, with properties calculated with the ωB97M-V functional and the def2-TZVPD basis.

```
119
C46H54BrCsI2N5O6PS2Si the ωB97M-V functional and the def2-TZVPD basis
Cs -0.761 -0.540 -0.507
O -0.992 3.287 -1.717
C -2.334 3.759 -1.744
C -3.052 3.499 -0.429
N -3.363 2.096 -0.192
C -4.599 1.710 -0.852
C -4.485 1.288 -2.330
O -5.507 1.429 -3.020
O -3.392 0.749 -2.682
C -3.397 1.789 1.234
C -3.567 0.293 1.593
O -3.865 0.019 2.758
O -3.386 -0.529 0.637
H -1.060 2.325 -1.679
H -2.879 3.313 -2.580
H -2.270 4.839 -1.900
H -3.975 4.111 -0.421
H -2.415 3.866 0.381
H -5.368 2.493 -0.762
H -4.983 0.818 -0.358
H -4.205 2.328 1.760
H -2.455 2.132 1.673
I 2.505 0.969 -2.047
C 2.986 2.894 -2.730
C 3.269 2.990 -4.066
C 3.851 4.146 -4.621
C 4.198 5.174 -3.801
C 3.901 5.124 -2.415
C 4.309 6.206 -1.600
C 4.023 6.215 -0.270
C 3.246 5.173 0.268
C 2.806 4.104 -0.472
P 1.511 3.019 0.351
C 0.493 4.325 1.145
C -0.119 4.104 2.378
C -1.074 4.987 2.867
C -1.437 6.103 2.130
C -0.845 6.325 0.892
C 0.102 5.442 0.402
C 2.518 2.343 1.748
C 2.871 3.052 2.895
C 3.621 2.457 3.899
C 4.045 1.141 3.767
C 3.695 0.423 2.632
C 2.926 1.013 1.638
C 3.209 4.010 -1.853
H 3.076 2.137 -4.702
H 4.059 4.188 -5.683
H 4.704 6.052 -4.187
H 4.855 7.022 -2.060
H 4.341 7.033 0.364
H 2.941 5.257 1.302
H 0.132 3.223 2.956
H -1.547 4.785 3.821
H -2.191 6.784 2.505
H -1.141 7.180 0.295
H 0.530 5.608 -0.579
H 2.529 4.070 3.034
H 3.873 3.024 4.788
H 4.638 0.678 4.548
H 4.000 -0.611 2.515
H 2.630 0.406 0.788
Br -4.929 -6.249 1.006
C -3.088 -6.298 0.535
C -2.541 -7.541 0.241
C -1.209 -7.636 -0.129
C -0.436 -6.486 -0.213
C -0.998 -5.256 0.085
C -2.332 -5.135 0.480
I -3.043 -3.182 0.848
H -3.164 -8.423 0.295
H -0.785 -8.603 -0.367
H 0.600 -6.538 -0.526
H -0.399 -4.358 -0.017
C -5.280 -1.928 -1.940
C -4.154 -2.630 -2.622
C -4.055 -3.997 -2.694
C -2.887 -4.525 -3.265
N -1.949 -3.781 -3.805
C -2.103 -2.426 -3.832
S -1.036 -1.424 -4.633
N -3.192 -1.878 -3.181
C -2.635 -6.006 -3.242
H -5.778 -2.611 -1.254
H -5.992 -1.550 -2.675
H -4.897 -1.082 -1.377
H -4.801 -4.627 -2.232
H -3.264 -0.819 -3.108
H -3.536 -6.563 -2.982
H -1.867 -6.228 -2.499
H -2.260 -6.331 -4.212
C 0.529 -3.247 3.037
N 0.806 -1.860 2.678
C 0.391 -0.844 3.469
S -0.262 0.594 2.944
N 0.514 -1.083 4.811
C 1.645 -1.807 5.371
H 0.180 -3.775 2.152
H -0.265 -3.276 3.783
H 1.410 -3.767 3.417
H 0.871 -1.650 1.693
H 0.177 -0.300 5.347
H 1.356 -2.780 5.776
H 2.092 -1.215 6.170
H 2.405 -1.962 4.604
C 2.712 -3.712 -2.153
Si 3.039 -2.564 -0.689
C 3.050 -3.689 0.845
C 4.852 -2.008 -0.775
O 2.012 -1.347 -0.624
H 3.528 -4.422 -2.323
H 2.566 -3.129 -3.066
H 1.792 -4.284 -1.995
H 3.942 -4.325 0.836
H 2.176 -4.344 0.904
H 3.082 -3.080 1.755
H 5.521 -2.844 -1.000
H 5.162 -1.577 0.183
H 4.996 -1.240 -1.540
```

## Properties
net charge = -2
lowest unoccupied orbital energy = 3.32 eV
Kohn-Sham gap = 6.4 eV
energy above the lowest of the compared OMol25 structures with the same formula, charge and spin = 25.0 kcal per mole

These are the Löwdin partial charges, in e, on atoms 1 to 99: Cs 0.756; O -0.104; C -0.223; C -0.176; N -0.147; C -0.118; C -0.689; O -0.038; O -0.103; C -0.125; C -0.745; O -0.038; O -0.447; H 0.034; H 0.112; H 0.111; H 0.121; H 0.100; H 0.118; H 0.107; H 0.126; H 0.087; I 1.184; C -0.594; C -0.173; C -0.093; C -0.063; C -0.174; C -0.053; C -0.079; C -0.108; C -0.277; P 1.056; C -0.379; C -0.123; C -0.088; C -0.109; C -0.096; C -0.107; C -0.373; C -0.111; C -0.096; C -0.104; C -0.087; C -0.132; C -0.185; H 0.082; H 0.097; H 0.101; H 0.103; H 0.098; H 0.089; H 0.036; H 0.102; H 0.092; H 0.098; H 0.111; H 0.092; H 0.092; H 0.092; H 0.096; H 0.027; Br 0.683; C -0.735; C -0.158; C -0.106; C -0.095; C -0.172; C -0.699; I 1.171; H 0.089; H 0.098; H 0.105; H 0.081; C -0.008; C -0.293; C -0.022; C -0.335; N 0.092; C -0.882; S 0.542; N 0.111; C -0.023; H 0.077; H 0.101; H 0.058; H 0.104; H 0.087; H 0.074; H 0.060; H 0.079; C -0.087; N -0.020; C -0.852; S 0.711; N -0.056; C -0.096; H 0.054; H 0.095



No. 2
Below is a structure of composition C46H54BrN4O5PSn in a non-equilibrium geometry, with properties calculated with the ωB97M-V functional and the def2-TZVPD basis.

```
112
C46H54BrN4O5PSn the ωB97M-V functional and the def2-TZVPD basis
Sn 7.255 -20.155 13.237
O 6.174 -22.882 15.777
C 5.098 -22.998 16.675
C 4.804 -22.154 17.746
C 3.603 -22.470 18.402
C 2.809 -23.527 18.067
C 3.122 -24.324 17.003
C 4.295 -24.057 16.288
C 4.893 -24.596 15.105
N 5.943 -23.865 14.797
N 7.045 -24.172 14.041
C 7.345 -23.233 13.141
O 6.543 -22.308 12.785
C 8.752 -23.201 12.709
C 9.734 -23.574 13.654
C 11.066 -23.542 13.336
C 11.434 -23.006 12.101
C 10.457 -22.615 11.153
C 9.127 -22.701 11.486
H 5.302 -21.232 17.937
H 3.281 -21.676 19.111
H 1.846 -23.524 18.543
H 2.452 -25.155 16.739
H 4.646 -25.401 14.433
H 9.514 -23.984 14.655
H 11.826 -23.932 14.007
H 12.446 -22.869 11.798
H 10.784 -22.295 10.181
H 8.347 -22.512 10.754
C 6.249 -20.856 10.126
O 7.108 -20.097 10.954
C 7.768 -18.955 10.461
C 8.268 -18.880 9.168
C 8.989 -17.780 8.785
Br 9.713 -17.666 7.121
C 9.229 -16.760 9.703
C 8.730 -16.823 11.021
C 7.948 -17.938 11.368
O 7.358 -18.092 12.571
C 8.973 -15.779 12.040
N 8.825 -15.923 13.347
C 9.141 -14.708 14.000
C 9.147 -14.389 15.365
C 9.696 -13.160 15.629
C 10.077 -12.252 14.616
C 9.971 -12.534 13.252
C 9.496 -13.815 12.975
N 9.350 -14.558 11.750
H 6.849 -21.393 9.397
H 5.519 -20.243 9.592
H 5.678 -21.496 10.733
H 7.995 -19.697 8.500
H 9.857 -15.898 9.426
H 8.474 -16.792 13.665
H 8.847 -15.077 16.159
H 9.927 -12.951 16.702
H 10.513 -11.309 14.869
H 10.158 -11.826 12.456
H 9.603 -14.198 10.860
O 5.170 -19.891 13.168
P 3.887 -19.215 13.656
C 3.134 -18.386 12.258
C 1.685 -18.014 12.419
C 1.078 -17.310 11.197
C 2.155 -16.771 10.244
C 3.345 -16.201 11.019
C 4.081 -17.287 11.721
C 4.378 -17.948 14.923
C 4.856 -18.627 16.259
C 3.800 -18.654 17.380
C 3.075 -17.362 17.566
C 2.462 -16.857 16.193
C 3.569 -16.693 15.124
C 2.903 -20.611 14.377
C 1.503 -20.258 15.025
C 0.513 -21.432 14.861
C 0.274 -21.711 13.319
C 1.560 -21.884 12.501
C 2.789 -21.865 13.427
H 3.189 -19.210 11.528
H 1.567 -17.339 13.235
H 1.079 -18.935 12.655
H 0.457 -16.490 11.456
H 0.376 -17.951 10.693
H 1.704 -16.037 9.592
H 2.582 -17.584 9.587
H 2.979 -15.474 11.773
H 3.980 -15.604 10.374
H 4.688 -16.834 12.461
H 4.795 -17.771 11.108
H 5.294 -17.659 14.432
H 5.729 -18.055 16.655
H 5.333 -19.614 16.031
H 4.269 -18.962 18.356
H 3.050 -19.462 17.200
H 3.797 -16.603 17.870
H 2.267 -17.445 18.287
H 1.986 -15.903 16.334
H 1.750 -17.586 15.819
H 4.289 -15.870 15.411
H 3.164 -16.383 14.158
H 3.611 -20.849 15.160
H 1.032 -19.335 14.634
H 1.643 -20.079 16.089
H -0.402 -21.090 15.366
H 0.838 -22.354 15.347
H -0.297 -20.916 12.860
H -0.337 -22.629 13.181
H 1.607 -21.142 11.728
H 1.573 -22.847 12.009
H 3.717 -22.036 12.967
H 2.607 -22.786 14.047
```

## Properties
net charge = +2
lowest unoccupied orbital energy = -5.00 eV
Kohn-Sham gap = 7.8 eV
energy above the lowest of the compared OMol25 structures with the same formula, charge and spin = 33.8 kcal per mole

These are the Löwdin partial charges, in e, on atoms 1 to 99: Sn 1.432; O 0.104; C -0.159; C 0.028; C -0.051; C -0.073; C 0.006; C -0.134; C 0.116; N -0.077; N 0.160; C -0.459; O -0.187; C -0.187; C -0.018; C -0.058; C -0.038; C -0.048; C -0.055; H 0.104; H 0.134; H 0.121; H 0.139; H 0.165; H 0.128; H 0.118; H 0.101; H 0.107; H 0.109; C -0.040; O -0.258; C -0.190; C -0.026; C -0.747; Br 0.878; C -0.053; C -0.040; C -0.294; O -0.312; C -0.183; N 0.222; C -0.129; C 0.001; C -0.064; C -0.044; C 0.017; C -0.120; N 0.219; H 0.101; H 0.119; H 0.070; H 0.128; H 0.117; H 0.135; H 0.125; H 0.134; H 0.109; H 0.124; H 0.166; O -0.474; P 0.903; C -0.339; C -0.177; C -0.162; C -0.177; C -0.190; C -0.198; C -0.330; C -0.169; C -0.226; C -0.174; C -0.144; C -0.181; C -0.267; C -0.171; C -0.161; C -0.166; C -0.184; C -0.163; H 0.130; H 0.091; H 0.107; H 0.103; H 0.108; H 0.110; H 0.131; H 0.127; H 0.116; H 0.086; H 0.098; H 0.086; H 0.127; H 0.088; H 0.126; H 0.088; H 0.117; H 0.117; H 0.108; H 0.086